Entry 1:
22
Properties=species:S:1:pos:R:3:forces:R:3:mulliken_spin:R:1 method="wB97M-V/def2-TZVPD" spin_multiplicity=3 gap_ev="8.71 / 7.81" charge=+1 homo_energy_ev="-11.77 / -14.27"
Cl -1.2063 -1.7296 1.8916 0.0981 0.1597 0.1974 0.162
O -0.7697 -1.0615 -1.4868 0.1167 0.3637 0.5317 0.129
O 0.6145 -2.6738 0.1768 0.4452 -0.7364 -0.9817 0.006
O 1.3671 -0.9376 1.4815 0.8225 0.4725 -1.6761 0.003
N 1.9588 0.3487 -0.6602 1.9968 0.3234 -2.2370 1.086
N -0.8979 0.5918 0.0387 -0.4428 -0.0128 2.1522 -0.005
C -0.2812 -0.5965 -0.3096 2.3585 -3.0283 -2.3586 0.687
C 0.3918 -1.4549 0.6675 -0.1436 0.0407 1.6158 -0.027
C -1.3867 1.3851 -1.1057 -0.8850 1.8332 -1.3846 0.003
C -0.2445 1.3415 1.2062 1.0528 -1.1384 -0.8118 0.006
H -0.7146 1.4087 -2.0837 -1.4091 -0.5227 2.3946 -0.002
H 2.5668 -0.1394 -1.3597 -0.1672 0.1731 0.7289 -0.038
H -0.4046 0.8009 2.1069 -0.0630 -0.7826 0.4809 0.004
H -0.3684 -1.8867 -1.7930 0.1202 -0.1556 0.4537 0.000
H 1.1335 -3.2882 0.7406 -0.3780 0.9170 -0.0352 0.002
H 0.8163 1.4571 1.0435 -0.0090 0.0203 -0.1765 0.000
H -1.6228 0.0283 0.5338 -1.4458 1.2547 0.3316 0.036
H 1.5586 1.0601 -1.2821 -0.1029 0.2375 0.3089 -0.038
H -0.6825 2.2625 1.3450 -1.2681 2.0413 -0.2546 -0.006
H 2.0479 -0.4133 0.8413 -2.2139 -1.2799 1.5152 -0.006
H -1.4106 2.4081 -0.6792 -0.1459 -0.4448 -0.6877 -0.001
H -2.4655 1.0887 -1.3134 1.6636 0.2644 -0.1071 -0.002


Entry 2:
25
Properties=species:S:1:pos:R:3:forces:R:3:nbo_charge:R:1 method="wB97M-V/def2-TZVPD" e_above_lowest_ev=1.7105 gap_ev=7.25 charge=+1 homo_energy_ev=-12.93
Si -0.1101 1.1300 0.8816 -0.0945 -3.7561 -2.6548 1.692
N -4.0579 -0.7695 0.0344 0.4982 5.1329 2.3634 -0.818
C -1.8302 0.4479 0.3603 -0.5640 -0.9622 0.9750 -0.725
C 2.6316 1.2448 0.1278 1.6986 -2.5334 -0.6398 -0.157
C 1.4792 0.4223 0.1986 0.3813 0.8906 0.6304 -0.595
C 4.0923 -0.6471 -0.4924 -3.2223 0.8473 1.5211 -0.127
C -1.8982 0.7999 -1.1112 0.4100 0.8182 -2.1819 -0.689
C 3.9257 0.7329 -0.1557 -0.0180 -0.6938 -1.1177 -0.194
C -2.7512 -1.0228 0.5483 0.9492 3.4615 1.2688 -0.140
C 1.6871 -0.9476 -0.0005 -0.8957 -1.6290 1.4926 -0.150
C 2.9696 -1.4758 -0.3256 -1.3696 -0.2862 0.4478 -0.208
H -2.4439 -1.9445 0.1897 1.5994 -1.3865 -0.9438 0.209
H -2.7039 -0.9784 1.6060 -0.1813 -0.8748 1.2232 0.168
H -2.4490 1.1717 0.9746 0.2135 -0.7017 -0.7705 0.234
H 2.6026 2.2527 0.2963 -0.3595 2.5233 0.5092 0.216
H -4.5886 -1.5883 0.0730 -1.3599 -1.1809 0.2259 0.390
H -1.0339 0.4411 -1.7732 -1.2723 -0.3322 1.0833 0.235
H -2.9262 0.3753 -1.4505 1.7341 0.9782 0.1621 0.302
H -4.4130 0.0634 0.7481 0.1090 -3.1243 -2.6979 0.364
H 4.9384 -1.2285 -0.6893 1.8006 0.2127 -0.3908 0.240
H -1.7906 1.8968 -1.3103 -0.7770 -0.5930 0.1965 0.220
H 4.8205 1.3856 -0.2338 -0.9540 -0.2889 0.2662 0.246
H 3.1024 -2.5839 -0.3272 -0.2121 1.0946 -0.2685 0.242
H -0.0607 2.4103 1.4029 0.0342 1.7947 0.8284 -0.179
H 0.8081 -1.5886 0.4282 1.8521 0.5892 -1.5284 0.225


Entry 3:
12
Properties=species:S:1:pos:R:3:forces:R:3:nbo_charge:R:1 method="wB97M-V/def2-TZVPD" e_above_lowest_ev=1.1276 gap_ev=7.37 homo_energy_ev=-8.44
S -0.3742 1.6231 -0.1775 0.1139 -0.5122 0.2040 0.015
S -3.3342 0.3742 -0.1954 1.1115 0.8614 -0.0218 0.273
S 1.4357 -0.7589 -0.2935 0.3765 -0.3193 0.0714 0.387
N -2.4430 -1.0291 0.0053 1.4479 0.6007 -0.2297 -0.496
C -1.1492 -1.0308 -0.0659 -0.9728 -0.7421 -0.2212 -0.010
C 2.5714 0.5563 0.0635 1.2480 0.5705 0.3588 -0.783
C -0.0915 0.0039 -0.1411 -1.1779 0.7929 -0.5144 -0.395
H 2.3971 0.8936 1.0988 0.0690 -0.0824 -0.4086 0.239
H 2.5392 1.4470 -0.5929 -0.2563 -0.7037 0.1362 0.250
H 3.5969 0.1088 0.0131 -0.8913 0.3141 0.0042 0.241
H -4.3734 -0.1387 0.3768 -1.3438 -0.6511 0.3141 0.091
H -0.7748 -2.0494 -0.0911 0.2752 -0.1288 0.3070 0.189


Entry 4:
17
Properties=species:S:1:pos:R:3:forces:R:3:mulliken_spin:R:1 method="wB97M-V/def2-TZVPD" spin_multiplicity=2 e_above_lowest_ev=0.3830 gap_ev="9.61 / 4.05" charge=+1 homo_energy_ev="-13.44 / -13.44"
O -1.7516 -0.0353 -0.6954 -0.4198 0.0242 0.3752 0.915
O 2.0193 -2.5328 -1.1482 -0.2887 -0.0525 0.3130 0.001
O 0.6959 1.7908 4.1403 0.1704 0.2105 -0.5309 0.000
O -1.3613 2.4003 1.9491 0.2540 -0.1242 -0.0142 0.001
N -0.7875 -1.7942 -1.7580 -0.1497 -0.2126 0.3280 0.009
N -0.1901 0.4113 -2.1969 -0.3872 -0.1575 0.4535 0.103
C -0.9140 -0.5088 -1.5583 0.8510 0.0783 -0.7528 -0.027
H -1.2045 -2.4249 -1.0838 0.0028 -0.0757 -0.2137 -0.001
H -0.0358 -2.1507 -2.3433 -0.1230 -0.0526 0.1258 0.003
H -1.5800 2.8585 1.1333 -0.1455 -0.0717 -0.0065 0.000
H 0.6918 0.1524 -2.6110 0.1804 0.0793 -0.0403 -0.002
H -1.3948 1.4498 1.7804 -0.0980 0.2882 0.0727 0.000
H -0.3521 1.3695 -1.9274 0.1001 0.2355 -0.3107 -0.001
H 0.4199 2.5204 3.5613 -0.1351 -0.2827 0.2672 0.000
H 2.3004 -3.2801 -0.5953 0.0185 0.1431 -0.3585 0.000
H 1.6008 1.6124 3.8559 -0.0763 0.0034 0.2258 0.000
H 1.8435 -1.8385 -0.5025 0.2462 -0.0328 0.0665 0.000


Entry 5:
91
Properties=species:S:1:pos:R:3:forces:R:3:mulliken_charge:R:1 method="wB97M-V/def2-TZVPD" e_above_lowest_ev=0.2654 gap_ev=5.51 charge=-1 homo_energy_ev=-3.15
Sr -0.2653 0.0856 0.7552 -0.1397 0.2404 0.0590 0.833
Ge 1.7863 -2.1611 -1.4919 0.0078 0.0321 -0.0906 0.009
Ge 2.8793 -0.0063 -0.9516 -0.0082 -0.0813 0.0953 -0.467
S 0.3432 2.8592 0.4717 0.0155 0.0119 -0.0151 -0.455
S -2.6915 1.3755 1.3032 0.0563 0.0210 0.0491 -0.406
N 0.5678 -1.4557 2.7361 -0.1087 0.0737 -0.0745 1.631
N -1.2807 -2.2419 0.6419 -0.0343 -0.1733 -0.0717 0.406
C 7.5087 0.7819 -2.0218 -0.0065 0.0009 -0.0002 -0.990
C -0.7288 5.0691 1.6441 -0.0089 0.0038 0.0030 -1.398
C -3.2831 3.8537 2.3427 -0.0011 0.0050 -0.0014 -1.688
C 8.3929 -0.1846 -2.4747 0.0016 -0.0086 0.0010 -0.418
C 3.0991 -0.3441 5.8920 -0.0074 -0.0033 -0.0130 -1.049
C -0.2127 -2.4797 2.8434 0.0919 -0.0456 -0.0325 -0.872
C 0.3822 -3.5004 -3.6543 -0.0035 -0.0172 -0.0027 -1.329
C 6.6057 -1.7964 -2.4772 0.0114 -0.0041 -0.0017 -0.603
C -2.6258 -4.0758 0.6688 -0.0087 0.0046 -0.0075 -0.587
C 6.1786 0.4562 -1.7992 0.0248 0.0114 -0.0197 0.241
C 0.9856 -0.1290 4.7307 0.0207 0.0997 -0.0158 0.371
C 2.6887 -1.6687 3.9128 -0.0046 -0.0508 0.0398 0.483
C -2.1957 -2.9442 -0.0386 0.0159 -0.0402 -0.0075 -1.068
C 2.3039 1.4835 -2.0958 -0.0165 0.0094 -0.0015 -0.278
C 1.4454 -3.6800 -0.2816 0.0016 0.0228 0.0203 1.381
C 4.2737 -1.1415 -1.7945 -0.0433 -0.0081 0.0010 -0.748
C 2.7658 -4.1148 3.2190 -0.0011 0.0137 0.0102 -1.222
C 3.5172 -1.2808 4.9607 -0.0062 0.0051 0.0024 -0.780
C 1.8441 0.2299 5.7643 0.0119 0.0115 -0.0089 -0.806
C 3.1779 -2.6765 2.9026 0.0088 0.0317 -0.0317 0.785
C 4.6309 0.3438 1.4097 0.0053 0.0074 -0.0006 -1.446
C 3.6275 -2.2554 -2.1888 0.0172 -0.0287 0.0097 -0.110
C -1.0250 3.6252 1.3123 -0.0267 -0.0610 0.0265 0.308
C 3.1576 2.7460 -1.9901 0.0099 0.0081 0.0138 -1.222
C -2.2020 3.0511 1.6332 0.0584 -0.0002 -0.0143 0.488
C 5.6986 -0.8305 -2.0334 0.0247 0.0019 0.0027 0.611
C -1.9327 -4.0511 1.8772 0.0374 -0.0128 -0.0079 -1.336
C 3.1957 0.5448 0.9210 -0.0128 -0.0111 -0.0014 1.732
C 2.4840 -4.7865 -0.4477 0.0080 -0.0227 0.0018 -1.610
C 0.4302 -2.1616 -2.9193 -0.0357 -0.0154 0.0492 -0.428
C -0.3586 0.5418 4.6037 -0.0238 -0.0494 0.0078 0.137
C 7.9347 -1.4778 -2.6978 0.0019 0.0025 0.0048 -0.714
C -1.1114 -2.9162 1.8307 -0.0222 0.0274 0.0235 0.064
C -1.4894 -0.2564 5.2522 -0.0126 0.0090 0.0035 -1.167
C 1.4078 -1.1082 3.8233 0.0390 -0.0758 0.0019 -0.558
H 4.2684 -2.6185 2.8626 0.0093 -0.0021 -0.0064 0.744
H -3.6071 4.7159 1.7518 0.0011 0.0035 0.0007 0.369
H 1.5217 0.9909 6.4663 0.0018 -0.0049 0.0053 0.444
H 1.6815 -4.2300 3.2028 0.0249 -0.0152 -0.0083 0.126
H 0.6393 -1.3407 -3.6083 0.0135 -0.0033 0.0035 0.462
H -2.9445 4.2293 3.3133 0.0014 0.0028 0.0039 0.319
H 1.2825 1.7328 -1.7957 -0.0101 0.0082 -0.0191 0.319
H -0.1946 -3.0819 3.7585 -0.0333 0.0456 0.0074 0.386
H -0.5379 -1.9551 -2.4549 -0.0015 0.0120 -0.0134 0.284
H 8.6205 -2.2433 -3.0394 0.0029 -0.0005 -0.0006 0.384
H -0.2968 1.5301 5.0636 -0.0079 -0.0013 0.0029 0.570
H -4.1517 3.2222 2.5148 0.0018 0.0033 -0.0013 0.378
H -0.6206 0.7188 3.5566 0.0128 0.0235 0.0403 -0.490
H 1.3411 -3.7284 -4.1262 0.0003 -0.0015 -0.0055 0.326
H 2.2636 1.1147 -3.1242 0.0118 -0.0114 0.0035 0.529
H -0.3801 -3.5063 -4.4370 0.0012 -0.0017 -0.0002 0.375
H 1.4196 -3.3309 0.7494 -0.0407 -0.0077 -0.0339 -0.949
H 2.2676 -5.6305 0.2123 0.0011 -0.0038 -0.0053 0.404
H 7.8526 1.7915 -1.8350 0.0028 0.0015 -0.0003 0.398
H 5.4968 1.2150 -1.4351 0.0026 -0.0030 -0.0035 0.369
H 9.4331 0.0626 -2.6446 0.0015 0.0000 -0.0012 0.374
H 5.0028 -0.6576 1.1805 0.0024 -0.0183 0.0046 0.246
H 2.5316 -0.0475 1.5592 0.0063 0.0089 -0.0034 -1.260
H -1.6093 -1.2280 4.7708 -0.0145 0.0031 -0.0019 0.220
H 0.4372 -4.0417 -0.4957 0.0108 -0.0015 0.0079 0.394
H 3.1182 -4.4056 4.2107 -0.0047 0.0018 0.0030 0.411
H 6.2674 -2.8118 -2.6407 -0.0067 0.0046 0.0011 0.338
H -1.5633 5.5814 2.1212 -0.0063 0.0023 0.0040 0.382
H -1.2877 -0.4287 6.3121 0.0076 0.0073 0.0012 0.344
H 4.1165 -3.0462 -2.7584 0.0073 0.0099 -0.0071 0.332
H 3.4894 -4.4275 -0.2133 -0.0004 -0.0064 0.0019 0.338
H 2.8119 -2.4055 1.9078 0.0400 0.0245 0.0599 -1.066
H 0.1391 5.1338 2.3071 0.0015 0.0004 0.0001 0.228
H -0.4640 5.6144 0.7338 0.0002 0.0006 -0.0018 0.280
H -2.0040 -4.7512 2.6966 0.0018 -0.0039 0.0030 0.510
H 3.1843 -4.8088 2.4887 0.0164 -0.0072 -0.0083 0.357
H 4.5090 -1.7146 5.0323 0.0046 0.0037 -0.0021 0.447
H 4.6880 0.4816 2.4920 0.0033 0.0004 -0.0027 0.427
H 3.2569 3.0668 -0.9514 -0.0134 0.0056 -0.0007 0.267
H 0.1499 -4.3175 -2.9674 0.0009 0.0022 -0.0051 0.300
H 2.6875 3.5720 -2.5268 0.0012 0.0023 0.0035 0.382
H -3.3594 -4.7971 0.3446 -0.0027 -0.0034 -0.0022 0.439
H -2.4346 0.2780 5.1555 -0.0025 -0.0034 -0.0177 0.348
H 2.8755 1.5838 1.0310 0.0027 -0.0206 0.0059 0.384
H -2.5336 -2.6135 -1.0118 -0.0060 -0.0014 -0.0079 0.442
H 5.3150 1.0560 0.9462 0.0053 -0.0048 -0.0012 0.465
H 2.5098 -5.1670 -1.4723 0.0022 0.0005 0.0048 0.423
H 3.7568 -0.0455 6.6987 0.0004 0.0039 0.0011 0.397
H 4.1552 2.6020 -2.4099 0.0073 -0.0003 -0.0139 0.375


Entry 6:
10
Properties=species:S:1:pos:R:3:forces:R:3:nbo_charge:R:1 method="wB97M-V/def2-TZVPD" e_above_lowest_ev=4.0380 gap_ev=8.58 homo_energy_ev=-7.95
O -0.6361 -0.6356 0.4780 -1.0940 1.1018 1.7378 -0.487
N -0.0214 1.2852 -0.4863 -1.6444 -1.4188 -0.8353 -0.384
C -0.3355 -2.0022 0.3654 -2.9812 -1.7917 -1.8658 -0.254
C 0.5479 2.3601 -0.4186 -0.1991 4.3921 0.1057 -0.095
C 0.1865 0.1099 -0.1657 1.6473 -2.6794 -0.8282 0.317
H 1.0684 2.6055 0.4483 1.5062 0.3106 1.3929 0.152
H 0.5846 -2.0344 -0.2131 0.0818 -0.6796 0.2294 0.208
H 0.2546 3.2190 -0.9983 -0.0269 -0.0647 -0.7372 0.167
H -1.2875 -2.3214 -0.3392 2.5852 -0.1659 1.7440 0.179
H -0.3616 -2.5860 1.3294 0.1250 0.9956 -0.9432 0.197